# C46H72N7O4S4

C46H72N7O4S4 as an isolated structure (ωB97M-V/def2-TZVPD, the OMol25 dataset).

Last column: Mulliken charge in e.
Geometry (Å):
C 1.44 -2.01 2.36  -1.277
C 1.35 -0.68 3.13  -0.272
C 0.80 0.48 2.27  -0.006
C 1.63 1.76 2.42  0.251
C 0.84 3.06 2.47  -0.673
C 0.36 3.67 1.13  -0.876
C 1.22 3.38 -0.10  -1.311
C 0.99 2.04 -0.84  -0.570
C -0.43 1.50 -0.82  -0.537
C -1.40 2.32 -1.67  -1.290
S -1.65 1.62 -3.27  1.121
O -0.34 1.51 -3.90  -0.525
O -2.57 2.49 -3.96  -0.748
N -2.21 0.19 -2.83  -0.294
S -2.71 -0.81 -3.95  0.765
O -3.66 -0.27 -4.89  -0.701
O -3.20 -1.99 -3.25  -0.592
C -1.28 -1.33 -4.89  -0.408
C -1.63 -2.55 -5.77  -0.776
C -0.88 -3.82 -5.41  -0.644
S 0.71 -4.07 -6.28  -0.121
C 1.89 -3.00 -5.50  0.035
S 2.11 -2.96 -3.91  -0.133
N 2.66 -2.28 -6.48  0.331
C 3.89 -2.91 -6.82  0.907
C 4.82 -2.22 -7.61  -0.253
C 6.00 -2.83 -8.00  -0.660
C 6.29 -4.14 -7.63  -0.465
C 5.37 -4.82 -6.84  -0.858
C 4.18 -4.22 -6.45  -0.446
C 2.78 -0.85 -6.24  -0.802
C 2.01 -0.01 -7.04  -0.104
C 2.08 1.37 -6.90  -0.720
C 2.93 1.91 -5.94  -0.336
C 3.69 1.07 -5.15  -0.980
C 3.64 -0.30 -5.29  0.309
H 2.45 -2.16 1.99  0.316
H 1.15 -2.86 2.97  0.355
H 0.78 -2.01 1.50  0.329
H 0.71 -0.85 4.00  0.320
H 2.34 -0.44 3.50  0.108
H 0.82 0.12 1.25  -0.257
H -0.22 0.67 2.61  0.365
H 2.12 1.67 3.39  -0.219
H 2.43 1.78 1.69  0.297
H 1.35 3.82 3.04  0.602
H -0.07 2.83 3.04  -0.142
H -0.69 3.42 0.98  0.484
H 0.39 4.75 1.27  0.533
H 1.14 4.20 -0.81  0.505
H 2.26 3.38 0.24  0.448
H 1.23 2.21 -1.89  0.417
H 1.68 1.27 -0.51  0.363
H -0.82 1.46 0.19  0.368
H -0.41 0.47 -1.15  0.467
H -1.10 3.36 -1.80  0.432
H -2.38 2.30 -1.20  0.396
H -0.99 -0.50 -5.52  0.351
H -0.47 -1.57 -4.22  0.107
H -2.69 -2.76 -5.59  0.467
H -1.54 -2.31 -6.82  0.378
H -1.47 -4.68 -5.72  0.353
H -0.70 -3.87 -4.34  0.382
H 4.60 -1.21 -7.90  0.426
H 6.69 -2.27 -8.61  0.367
H 7.20 -4.62 -7.95  0.389
H 5.56 -5.84 -6.56  0.362
H 3.49 -4.80 -5.84  0.394
H 1.36 -0.45 -7.78  0.481
H 1.48 1.99 -7.54  0.399
H 2.98 2.99 -5.85  0.407
H 4.35 1.52 -4.42  0.392
H 4.24 -0.94 -4.67  0.520
C 3.52 0.44 6.59  -0.842
C 4.74 1.34 6.63  -0.456
C 4.38 2.82 6.81  -0.480
C 3.55 3.30 5.71  0.248
N 2.91 3.64 4.82  -0.390
H 2.87 0.68 5.74  0.049
H 3.82 -0.60 6.49  0.335
H 2.93 0.54 7.51  0.330
H 5.31 1.22 5.71  0.299
H 5.40 1.04 7.45  0.316
H 5.28 3.44 6.85  0.305
H 3.84 2.97 7.74  0.254
C -1.61 3.77 5.80  -0.952
C -2.31 5.09 6.07  -0.168
C -3.19 5.54 4.90  -0.597
C -2.39 5.73 3.69  0.290
N -1.72 5.89 2.78  -0.417
H -0.93 3.84 4.95  0.035
H -1.02 3.47 6.67  0.393
H -2.33 2.97 5.60  0.384
H -1.57 5.86 6.28  0.077
H -2.94 5.00 6.96  0.330
H -3.69 6.49 5.13  0.317
H -3.96 4.80 4.69  0.314
C -5.26 -3.14 -0.60  -1.195
C -5.96 -3.87 -1.73  -0.029
C -7.46 -4.08 -1.47  -0.484
C -7.71 -4.87 -0.26  0.258
N -7.90 -5.49 0.68  -0.468
H -5.30 -3.70 0.34  0.415
H -4.22 -2.97 -0.85  0.274
H -5.72 -2.16 -0.43  0.321
H -5.48 -4.84 -1.89  0.115
H -5.84 -3.31 -2.65  0.166
H -7.93 -4.59 -2.31  0.320
H -7.96 -3.12 -1.35  0.306
C -4.72 -9.34 -2.07  -1.139
C -3.20 -9.26 -1.98  -0.398
C -2.67 -7.83 -2.15  -0.304
C -3.02 -7.29 -3.46  0.215
N -3.30 -6.88 -4.49  -0.477
H -5.07 -9.03 -3.05  0.341
H -5.06 -10.36 -1.91  0.328
H -5.20 -8.71 -1.32  0.302
H -2.76 -9.91 -2.73  0.285
H -2.88 -9.63 -1.00  0.304
H -1.58 -7.82 -2.07  0.280
H -3.07 -7.17 -1.39  0.282
C 1.31 6.73 7.93  -0.937
C 0.95 8.11 8.46  -0.446
C 0.26 8.06 9.83  -0.469
C -0.99 7.31 9.76  0.295
N -1.97 6.73 9.67  -0.425
H 0.42 6.12 7.77  0.129
H 1.82 6.81 6.97  0.341
H 1.97 6.20 8.62  0.332
H 0.29 8.62 7.75  0.308
H 1.85 8.72 8.55  0.326
H 0.03 9.07 10.19  0.285
H 0.90 7.58 10.57  0.268

LUMO	1.530	eV
frontier orbital gap	7.24	eV
molecular weight	915.39	g mol⁻¹
energy	-4072.98586	Eh
E_HOMO	-5.7	eV
total charge	-1
spin multiplicity	1